No. 1
Computed, not measured: a 2-piece molecular cluster, C2H2ClN3 overall at a distorted geometry, with ωB97M-V/def2-TZVPD.

Summary:
DFT total energy: -701.864711 Ha
LUMO energy: 0.4710 eV
orbital gap: 12.07 eV

Geometry as ORCA input:
```
! RIJCOSX wB97M-V def2-TZVPD def2/J DEFGRID3
* xyz 0 1
C -1.27122 -0.25462 0.40245
H -0.90994 -1.24490 0.84242
N 2.76104 -0.16179 -1.36679
N 0.87106 1.16988 0.39187
H -2.19708 0.10940 0.92757
Cl -1.75126 -0.21982 -1.36044
N 2.66207 -0.13177 -0.28787
C -0.16467 0.73362 0.45077
*
```

Here are the Löwdin charges for atoms 1 to 6, given in e: atom 1 (C): -0.516, atom 2 (H): 0.113, atom 3 (N): 0.035, atom 4 (N): 0.113, atom 5 (H): 0.079, atom 6 (Cl): 0.527

No. 2
Computed, not measured: a 13-piece molecular cluster, C39H104O13 overall at a distorted geometry, with ωB97M-V/def2-TZVPD.

Summary:
DFT total energy: -2526.241831 Ha
LUMO energy: 0.3683 eV
orbital gap: 10.05 eV

Geometry as ORCA input:
```
! RIJCOSX wB97M-V def2-TZVPD def2/J DEFGRID3
* xyz 0 1
O 30.70149 -0.13411 0.65171
H 31.06918 2.31341 5.32080
H 26.62093 -9.16291 0.16401
C 27.50525 -8.52748 0.21210
H 32.45680 0.86100 2.92335
O 23.02132 -0.06561 4.40646
H 25.58431 0.04471 3.60614
H 27.49350 -8.22279 2.14700
H 23.00074 -1.02248 4.48115
H 29.24827 -3.09702 -3.53725
H 26.49890 1.30132 -1.59433
H 21.07714 -4.77544 2.43754
C 28.35104 -1.79059 -5.49706
O 29.18885 3.25780 5.46552
H 28.67413 -9.95410 -0.85399
H 29.73754 -7.97580 1.85611
O 28.62716 -2.46988 -3.15974
H 28.07689 -6.40909 0.42115
H 28.86155 -1.37594 2.38979
H 30.43566 -3.36625 5.58043
O 28.06010 -8.65364 1.50286
C 28.88768 -1.41713 -4.08892
H 22.76049 -3.44728 -1.80850
H 27.74120 3.24835 1.46952
H 24.74218 -2.17843 -3.52354
H 32.23294 -5.57583 5.58948
C 29.69601 -5.35093 -4.44826
C 31.75814 2.00163 -0.08000
H 29.81264 -0.46470 0.50261
C 29.33403 -5.95963 -3.07450
H 28.79464 -3.68206 5.32966
H 31.26133 0.54809 -2.51121
H 24.53563 -3.60746 1.30663
H 31.76795 2.61949 -0.97792
H 28.52195 -1.08939 -6.31389
C 30.47680 -6.37467 -5.24929
H 32.52956 0.06746 -1.65820
H 28.21004 0.56446 -4.45196
H 32.34863 -7.39906 -0.46020
H 24.59469 -3.60038 -0.74104
C 28.06952 -0.20842 -3.69630
H 26.37500 -6.87241 0.90360
O 28.67916 -1.61024 -0.36021
C 28.14646 -2.07258 1.95225
H 31.17617 -8.74955 1.18336
H 30.61363 -5.98985 -6.25988
H 32.33265 -2.87286 3.00224
C 24.12696 0.51448 5.07279
H 32.56596 -1.90182 4.34848
O 22.12951 -2.53270 3.34670
H 32.31479 -5.91637 0.62042
H 27.00653 -0.41142 -3.82643
C 33.43933 0.40338 3.03871
H 28.71032 -2.71418 -5.95093
H 29.93637 1.21073 -0.78901
C 32.34134 -1.82020 3.28501
H 25.58676 -1.16875 5.68232
O 33.55169 -1.15705 1.23364
C 28.48731 -2.61397 0.60835
H 25.52661 1.92541 1.20507
H 33.48749 0.62762 4.10431
C 28.48120 -8.88158 -0.82963
H 28.46906 -5.40920 -2.70443
H 27.30077 -2.08111 -5.47195
H 31.03073 -0.99680 -1.67426
H 21.41087 -2.98270 3.79687
C 26.14098 2.16791 0.33798
H 30.13192 -5.99607 -2.33277
H 23.87014 1.38685 5.67371
C 29.32342 0.91112 4.84082
H 26.74317 -4.20378 -1.97607
H 29.24516 1.91267 7.65052
H 31.33974 2.41291 0.83862
C 31.61910 -7.81906 1.53843
H 28.29655 0.33096 -2.77671
C 31.44384 0.00769 -1.58236
H 27.68104 -3.19145 0.15609
H 31.23204 -4.56824 -3.63111
H 29.66397 -4.33055 1.35493
H 25.24855 -0.08748 7.01430
H 29.46717 -8.42077 -0.76956
O 30.44970 -4.28811 -4.11182
H 25.98263 -1.90803 -2.19143
H 22.42232 -4.84058 3.70459
C 24.82732 -0.50870 6.10149
C 30.18859 1.71937 7.13996
H 24.81406 0.95796 -0.82233
O 25.63955 3.38791 -0.17183
H 32.93375 -7.12765 3.22348
H 30.84675 -6.52236 0.11253
C 29.70210 -4.16463 5.69263
C 31.31279 -6.15981 5.56970
C 24.95032 -2.13895 -2.45432
H 31.33277 -1.40692 3.29366
H 31.50956 -6.47074 -4.91423
C 30.86083 0.77308 -0.41228
H 28.58752 0.44750 5.49779
C 31.85305 -6.86640 0.35146
H 25.94472 1.54368 4.49616
H 32.47564 -8.82723 3.24619
H 24.39643 -1.98535 1.98194
C 24.65938 -3.50329 -1.82478
O 30.42478 -7.42481 2.23783
H 27.01254 -6.73144 -0.78748
H 32.76276 1.61160 0.08352
C 32.76099 -8.00116 2.59482
H 29.97168 0.07714 4.57186
H 30.82344 2.32125 7.79020
H 29.36835 -6.67127 3.77364
C 30.04677 2.09629 5.63005
H 29.49547 -4.39833 6.73704
H 34.18731 1.08249 2.62952
C 33.51477 -1.07327 2.60712
C 25.74874 -4.47876 -2.32763
H 30.59026 -4.81612 3.95562
H 24.21307 -1.42403 -2.08901
H 28.79572 1.26773 3.95625
O 29.13339 -6.28525 4.62061
H 31.66752 -7.05950 5.06688
H 25.60166 -4.45805 -3.40746
H 27.15497 -1.62457 1.88644
H 28.19035 2.69977 -0.13344
C 27.21645 -7.05160 0.23429
H 29.05205 -7.01074 -3.13577
C 22.56762 -3.23946 2.17101
H 27.98648 -8.69160 -1.78213
H 22.18461 -3.05457 1.16740
C 22.13909 -4.68083 2.66423
C 24.10751 -3.02676 2.12371
H 28.76219 -4.99163 -4.88066
H 24.06257 -1.18363 6.48584
H 25.56125 -5.48132 -1.94318
H 22.63092 -5.49862 2.13752
H 29.98715 -7.33741 -5.39589
C 29.78215 -3.51468 0.64183
H 30.99663 -6.45751 6.56946
H 29.96106 -1.23894 -4.15362
H 26.17344 3.70345 -0.90463
H 24.66792 -3.23302 3.03556
C 30.22568 -5.32370 4.84868
H 24.61729 1.39097 3.22017
O 23.44021 -4.00510 -2.19373
H 28.09664 1.62323 1.13651
H 33.78203 -8.21775 2.28070
H 32.62629 -1.12041 0.98088
H 34.45488 -1.47861 2.98126
H 29.60290 3.99405 5.92170
H 28.10876 -2.88545 2.67745
H 30.17506 0.63871 7.28166
H 30.04256 -3.96888 -0.31420
C 25.89488 1.05603 -0.72078
C 25.15223 0.93891 4.05538
C 27.55598 2.47506 0.72399
H 26.24628 0.08264 -0.37855
H 28.74738 -2.00125 -1.23431
H 30.60491 -2.94599 1.07514
*
```

Here are the Löwdin charges for atoms 1 to 6, given in e: atom 1 (O): -0.063, atom 2 (H): 0.116, atom 3 (H): 0.147, atom 4 (C): -0.480, atom 5 (H): 0.060, atom 6 (O): -0.051

No. 3
Computed, not measured: a 3-piece molecular cluster, C2H12N2O2 overall at a distorted geometry, with ωB97M-V/def2-TZVPD.

Summary:
DFT total energy: -343.333580 Ha
LUMO energy: 0.7225 eV
orbital gap: 9.79 eV

Geometry as ORCA input:
```
! RIJCOSX wB97M-V def2-TZVPD def2/J DEFGRID3
* xyz 0 1
H 2.55691 -1.05638 -2.22665
H 0.54585 -2.45884 -2.05164
H -2.00049 1.33222 1.96467
H 0.69892 -1.48892 0.54620
H -1.69092 -0.93587 0.78064
O 0.49289 1.91249 0.38644
O -1.40282 1.37343 2.74588
H 0.95121 1.12369 -0.01373
C -0.10544 -1.42378 -0.20114
C 0.45623 -1.44450 -1.64630
H -0.82252 0.48303 0.57682
H -0.62028 -2.42829 -0.06769
H 1.44253 0.20523 -2.28638
H -0.25140 -0.85537 -2.31765
N -1.09661 -0.38679 0.16554
H 0.49653 2.44017 -0.34790
H -0.54677 1.66408 2.65833
N 1.72734 -0.62785 -1.76396
*
```

Here are the Löwdin charges for atoms 1 to 6, given in e: atom 1 (H): 0.073, atom 2 (H): 0.096, atom 3 (H): 0.056, atom 4 (H): 0.103, atom 5 (H): 0.061, atom 6 (O): -0.034

No. 4
Computed, not measured: C46H38F4N3O3PTl as an isolated structure at a distorted geometry, with ωB97M-V/def2-TZVPD.

Summary:
DFT total energy: -3079.043984 Ha
LUMO energy: 2.0616 eV
orbital gap: 5.18 eV

Geometry as ORCA input:
```
! RIJCOSX wB97M-V def2-TZVPD def2/J DEFGRID3
* xyz -1 1
H 6.25542 3.71609 3.26356
C 1.12901 -1.40080 5.26378
H 1.58383 1.34601 -5.42193
H 6.54806 -0.42230 -4.49600
C 4.04322 1.15216 3.19799
C 5.14309 -0.38318 -2.86365
C -5.02825 -5.38260 0.73793
C -3.86434 -3.37039 3.66143
C -1.51208 4.08792 2.07385
C -0.97891 3.56277 3.23955
C 3.51347 -0.30462 -0.98397
H 1.67615 -2.02278 1.51109
H 2.58086 3.36200 1.10168
H 2.93020 1.73610 -6.51161
H 5.02295 0.83998 -6.00340
F -3.33376 -1.55953 5.06235
H 4.13559 -1.11276 -0.59533
C 3.50576 1.09334 -4.54310
C 3.07439 1.68788 2.35185
C 1.47951 -0.53724 3.03662
H 0.38846 2.16511 4.08517
C 2.57427 1.80342 -5.48189
H 2.47523 2.86065 -5.21593
C 1.11240 -2.69947 4.77740
C -0.04289 2.54250 3.17027
H 2.46806 -0.63059 -0.96027
C -2.52555 -2.11736 1.57126
H -5.45012 -5.32617 2.85143
H 4.58265 4.66430 1.70675
C 4.42705 3.68248 2.13553
C -2.99791 3.90976 -3.46263
H -2.00366 -6.01358 -0.86567
C -1.01216 3.79914 -4.79604
C -0.44729 3.01422 -3.80250
H -2.23896 4.89000 2.12463
C 5.17472 1.88328 3.53164
H -2.85895 2.79552 -1.63193
H -1.27784 3.95042 4.20581
F -2.07825 6.15381 -6.02772
C -1.74728 -1.47043 0.49999
H -3.92749 -6.10673 2.45041
C -0.19716 2.55333 0.75573
C 0.34353 2.02740 1.93575
O -0.85210 -0.27088 -2.16358
H -3.25233 -7.19387 -0.43126
C -2.91966 5.17681 -5.63237
C 1.51607 -1.85163 2.56918
H -2.37401 -6.30816 0.83348
H 0.56235 2.60787 -3.86892
C -3.86305 -5.13058 -0.21558
C -2.73577 -3.10788 -0.95009
H -5.79852 -4.63153 0.54712
C 3.07596 0.88855 -3.17886
H -4.36938 -3.84551 4.49171
C -1.11522 3.58946 0.83761
O -2.21093 -1.74265 -3.12574
C 3.93026 0.06636 -2.37068
H 0.96358 -1.21636 6.31784
C 3.29835 2.95367 1.80410
Tl 0.57864 1.35142 -1.15227
C 5.36902 3.15014 3.00603
H 1.38263 0.66255 4.82913
C -3.20866 -3.32412 1.34901
H -0.45730 4.05000 -5.68899
C 1.33565 -0.33065 4.40712
H 1.37340 -3.93752 3.04548
H -4.25754 -5.07739 -1.23340
P 1.63470 0.73311 1.70941
F -4.03378 5.79222 -5.19160
H 3.60624 0.55030 -0.30660
H -5.45381 -6.36824 0.54383
H 3.91414 0.15398 3.59613
F -3.27306 4.51690 -6.75531
H -2.91966 -3.47508 -1.95230
N -3.25288 -3.83640 0.07041
N 1.95905 1.52769 -2.84996
H 0.92759 -3.52635 5.45156
H 5.77681 -0.98463 -2.21816
C -2.30205 4.27826 -4.60595
C -3.24788 -2.14099 3.84426
H -1.53629 4.02782 -0.06010
C 5.58021 -0.08575 -4.14571
C -2.57616 -1.51491 2.83094
H 5.91475 1.45565 4.19759
C -1.64385 -1.26304 -2.14002
C -2.02109 -1.96331 -0.81399
N -1.09621 2.70045 -2.67938
C 4.73285 0.64160 -4.97556
C -2.35029 3.11221 -2.53441
C -3.86322 -3.96427 2.41569
C 1.34366 -2.92505 3.42913
C -2.80691 -6.23522 -0.16387
H -2.08519 -0.56362 2.97478
C -4.58210 -5.26867 2.19224
H -4.00910 4.25126 -3.29704
O -0.95291 -0.57304 0.76802
*
```

Here are the Löwdin charges for atoms 1 to 6, given in e: atom 1 (H): 0.095, atom 2 (C): -0.089, atom 3 (H): 0.072, atom 4 (H): 0.073, atom 5 (C): -0.090, atom 6 (C): -0.104

The lowest orbital gap belongs to which entry?
C46H38F4N3O3PTl

Look up the DFT total energy of the fourth one.
-3079.043984 Ha